The following is a DFT calculation (the ωB97M-V functional and the def2-TZVPD basis) of C4H6N as an isolated structure.

## Properties
- LUMO: -4.2210 eV
- Gap between HOMO and LUMO: 10.897 eV
- Energy relative to the best compared isomer or geometry (same formula, charge and spin): 89.4 kcal per mole
- Molecular weight: 68.10 g/mol
- E_HOMO: -15.118 eV
- Total charge: +1

```
11
Properties=species:S:1:pos:R:3:forces:R:3
C 0.272 0.562 -1.323 -1.96 1.08 1.29
C -0.458 0.282 -0.262 -2.60 0.81 2.36
C 1.622 -1.278 -0.436 2.57 -0.99 -2.25
C -1.638 0.690 1.175 3.26 0.37 -2.80
N 0.733 -0.438 -0.528 -0.75 0.28 -0.17
H 0.617 1.310 -1.964 0.44 0.51 -1.36
H 1.711 -1.919 0.339 -0.19 -1.86 2.59
H 2.345 -1.433 -1.252 -0.32 0.62 0.36
H -1.151 1.679 1.318 -1.34 -0.47 0.04
H -1.364 0.037 1.950 0.81 -0.97 0.84
H -2.688 0.508 0.983 0.09 0.62 -0.90
```
Positions in Å, forces in eV/Å.